<A>
12
Properties=species:S:1:pos:R:3 method="wB97M-V/def2-TZVPD" total_charge=-1 e_homo_ev=-2.4 e_lumo_ev=3.81
S -1.20068 0.36527 -3.28346
H -1.28969 -0.28115 -4.44395
C 1.31894 0.35559 1.25321
N -0.03014 -0.15286 1.35777
C -0.69375 -0.43784 0.09100
H 2.08895 -0.38158 1.53493
H 1.52686 0.59572 0.20861
H 1.45785 1.19455 1.93889
H -0.57727 0.24230 2.09693
H -0.86746 0.46822 -0.49516
H -1.65910 -0.90230 0.28303
H -0.07451 -1.06592 -0.54182


<B>
12
Properties=species:S:1:pos:R:3 method="wB97M-V/def2-TZVPD" total_charge=-1 e_homo_ev=-2.6 e_lumo_ev=3.84
S 1.96881 -0.48805 1.83519
H 2.53711 -1.44139 2.59252
C -2.50362 0.42002 -1.56139
C -1.05074 -0.08005 -1.49149
N -0.29794 0.71249 -0.52605
H -2.86724 0.47112 -0.54026
H -3.12871 -0.21491 -2.19205
H -2.48907 1.42024 -1.99847
H -0.57441 -0.00887 -2.47115
H -1.04926 -1.09295 -1.08729
H 0.44310 1.31496 -0.85108
H 0.21999 0.16378 0.17254


Which structure loses on stability? <A> does.


<A>
17
Properties=species:S:1:pos:R:3 method="wB97M-V/def2-TZVPD" total_charge=+1 e_homo_ev=-13.2 e_lumo_ev=-4.15
C 0.99703 1.17604 0.12392
C -0.20473 0.83399 -0.77033
C -0.15298 -1.50594 -0.57427
C -1.76013 -0.32843 0.76581
N 1.96784 0.06996 0.24251
N 1.74898 -1.10688 0.28852
N -0.81318 -0.40072 -0.31847
H 1.52228 2.05033 -0.26183
H 0.63585 1.40261 1.13366
H -0.92538 1.65269 -0.72630
H 0.11933 0.71769 -1.80818
H 0.38809 -1.61571 -1.50217
H -0.42246 -2.41306 -0.05700
H -2.40103 0.54124 0.63130
H -2.38101 -1.22169 0.76754
H -1.27067 -0.25086 1.74058
H 2.95219 0.39874 0.32471


<B>
17
Properties=species:S:1:pos:R:3 method="wB97M-V/def2-TZVPD" total_charge=+1 e_homo_ev=-12.5 e_lumo_ev=-2.72
C 2.01528 0.18807 0.46706
C -1.79972 0.75513 0.44783
C -1.76978 -0.72310 0.37064
C -0.04719 0.14488 -0.84107
N 3.14266 -0.25152 -0.03475
N -0.76528 1.21799 -0.51733
N -0.56376 -0.99295 -0.37634
H 2.07091 0.28074 1.61740
H -2.74874 1.14310 0.11101
H -1.65000 1.29324 1.48175
H -1.78001 -1.38671 1.22736
H -2.55596 -1.23812 -0.18594
H 0.53295 0.19437 -1.65750
H 3.16044 -0.53368 -1.04178
H -0.62008 2.14590 -0.89188
H 3.93225 -0.39799 0.65969
H -0.55396 -1.83934 -0.83617


Which structure loses on stability? <A> does.


<A>
17
Properties=species:S:1:pos:R:3 method="wB97M-V/def2-TZVPD" total_charge=+1 e_homo_ev=-11.0 e_lumo_ev=-6.23
C 3.64075 0.68677 -0.14675
C -3.04285 0.63498 0.53025
C -2.01830 0.19217 -0.59318
C -1.03914 -0.84025 -0.14698
N 0.14566 -0.99098 -0.80335
N 1.05731 -1.54327 -1.07343
N 4.73874 0.27487 0.40122
H 2.68508 0.01817 -0.18648
H -2.87172 1.41743 1.20457
H -3.87809 1.11911 0.08545
H -3.44216 -0.14108 1.14521
H -1.47433 1.11051 -0.83057
H -2.76787 -0.12101 -1.52791
H -0.64419 -0.46156 0.85793
H -1.64583 -1.82513 -0.00146
H 5.05278 -0.52595 0.97377
H 5.50416 0.99522 0.11171


<B>
17
Properties=species:S:1:pos:R:3 method="wB97M-V/def2-TZVPD" total_charge=+1 e_homo_ev=-14.1 e_lumo_ev=-3.29 smiles="C1=[NH+]CCNCN1"
C 0.93859 -0.83917 -0.78424
C 1.21691 0.69732 -0.39707
C -0.50816 1.20246 1.05964
C -1.36942 -1.00769 -0.28375
N -1.27979 -0.09160 0.67097
N -0.42942 -1.42459 -1.10321
N 0.90964 1.31330 0.93385
H 1.54826 -1.00325 -1.67333
H 1.33871 -1.45545 0.02825
H 2.29454 0.78830 -0.53063
H 0.73209 1.33067 -1.14493
H -0.96412 1.95476 0.40321
H -0.81843 1.38889 2.08748
H -2.33449 -1.50200 -0.35357
H -2.14105 -0.03129 1.20304
H -0.54825 -2.15154 -1.78853
H 1.41439 0.83087 1.67282


<C>
17
Properties=species:S:1:pos:R:3 method="wB97M-V/def2-TZVPD" total_charge=+1 e_homo_ev=-15.0 e_lumo_ev=-3.91 smiles=C[C@@H]1N2CNC[N@@H+]12
C 1.69962 0.36124 0.22299
C 0.05026 1.46081 -0.94693
C -0.65425 -0.43206 0.46081
C -1.77895 -1.51571 0.42290
N 1.02116 1.61774 0.05362
N 0.66293 -0.72035 -0.02070
N -0.42532 0.07867 -0.87878
H 2.23234 0.35187 -0.66467
H 2.43396 0.20378 1.09243
H -0.67580 2.23700 -1.01984
H 0.69585 1.58571 -1.95933
H -0.55971 0.16407 1.44525
H -2.49045 -1.44311 -0.38962
H -2.35887 -1.40081 1.35854
H -1.32931 -2.56184 0.22508
H 0.39515 1.76684 0.78355
H 1.08140 -1.75386 -0.18530


<D>
17
Properties=species:S:1:pos:R:3 method="wB97M-V/def2-TZVPD" total_charge=+1 e_homo_ev=-14.2 e_lumo_ev=-3.54 smiles="CC[C@@H](N)N=C=[NH2+]"
C -1.94114 -0.52359 0.31249
C 0.27907 0.97508 0.44100
C 1.57328 -0.73500 -0.84794
C 1.40921 0.05990 0.46886
N -1.04153 0.16314 0.49340
N -2.89021 -1.35908 0.26330
N 0.37758 1.85529 -0.51098
H 0.08271 1.44159 1.55174
H 0.67936 -1.05281 -1.27923
H 2.15275 -1.51010 -0.48074
H 1.94714 -0.13803 -1.58007
H 2.26985 0.60889 0.68814
H 1.25729 -0.54384 1.32585
H -2.75193 -2.32848 0.70328
H -3.92054 -1.12679 0.41734
H -0.39962 2.51699 -0.60078
H 0.91672 1.69684 -1.36563


Which structure loses on stability? <A> does.


<A>
17
Properties=species:S:1:pos:R:3 method="wB97M-V/def2-TZVPD" total_charge=+1 e_homo_ev=-13.8 e_lumo_ev=-3.76
C 1.15249 -0.59851 -2.22386
C -2.47342 -0.15321 0.70556
C -0.90013 -0.04607 -0.96635
C 1.56026 0.90658 2.08869
N 0.53428 -0.30230 -1.17960
N 1.18314 0.05389 1.20263
N -1.31627 -0.36896 0.32892
H 2.10059 -0.85141 -1.95990
H 0.79264 -0.52161 -3.27831
H -2.67666 -0.49322 1.68574
H -3.31579 0.30108 0.21498
H -1.03745 0.98417 -1.27896
H -1.43505 -0.69441 -1.80451
H 1.64179 1.92931 1.78970
H 1.94149 0.76866 3.18629
H 0.92891 0.00667 -0.10959
H 1.31917 -0.92064 1.59857


<B>
17
Properties=species:S:1:pos:R:3 method="wB97M-V/def2-TZVPD" total_charge=+1 e_homo_ev=-13.9 e_lumo_ev=-4.16
C -2.50058 0.24678 0.53368
C 0.80091 0.67934 -1.04689
C 1.86983 -1.16758 0.44958
C 1.29191 0.33151 0.29315
N -1.81066 0.04187 -0.37713
N -3.11399 0.73954 1.59010
N 0.50024 -0.20659 -1.92031
H 0.69225 1.70971 -1.34591
H 1.04919 -1.90770 0.47759
H 2.56087 -1.24325 1.36087
H 2.43008 -1.37124 -0.47219
H 2.08637 1.04659 0.49425
H 0.54318 0.46257 0.98225
H -3.63510 1.60422 1.36222
H -3.74095 0.15416 2.15607
H 0.06862 0.06913 -2.79249
H 0.90783 -1.18907 -1.74484


<C>
17
Properties=species:S:1:pos:R:3 method="wB97M-V/def2-TZVPD" total_charge=+1 e_homo_ev=-13.6 e_lumo_ev=-5.04 smiles="CC=[N+]=NCNC"
C -1.70714 -0.21257 0.24009
C 1.36113 1.54283 -0.45817
C 1.92936 1.59882 -1.88919
C -0.80088 -1.92034 1.71839
N -0.91430 0.93778 0.11031
N 0.17430 1.23991 -0.18373
N -1.13985 -1.47602 0.30766
H -2.16028 -0.04243 1.29734
H -2.46527 -0.05289 -0.49257
H 1.94795 1.69098 0.51038
H 2.14650 0.51506 -2.07635
H 2.94269 2.15701 -2.01263
H 1.18733 1.77227 -2.70980
H -0.13802 -1.19564 2.29371
H -1.75316 -2.16662 2.25720
H -0.21899 -2.87520 1.54725
H -0.39137 -1.51295 -0.45990


<D>
17
Properties=species:S:1:pos:R:3 method="wB97M-V/def2-TZVPD" total_charge=+1 e_homo_ev=-14.5 e_lumo_ev=-5.58
C 1.39164 1.25315 0.28793
C 1.28007 -1.16871 0.14552
C -0.84699 0.12558 -0.26426
C -2.32686 0.00549 -0.09422
N 1.93272 0.04738 -0.38319
N 0.01172 1.06121 0.57782
N -0.09763 -0.78412 0.49798
H 1.86288 1.55818 1.19888
H 1.52612 2.03528 -0.49943
H 1.24052 -1.94676 -0.69607
H 1.77337 -1.48158 1.00563
H -0.60654 0.18085 -1.36291
H -2.71344 0.00663 0.90087
H -2.82058 -0.80771 -0.62402
H -2.83810 0.76040 -0.61649
H 1.85285 0.12413 -1.42200
H -0.62174 -0.96940 1.34798


Which structure loses on stability? <C> does.


<A>
15
Properties=species:S:1:pos:R:3 method="wB97M-V/def2-TZVPD" e_homo_ev="-10.5 / -9.6" e_lumo_ev="-1.06 / -0.95"
C -1.90330 -0.72812 -0.05278
C 1.04041 -0.60741 0.74893
C 0.58735 0.46720 -1.43455
C -1.12020 0.41454 0.40416
C 0.32403 0.51287 0.07619
N -2.53367 -1.54695 -0.55561
F -1.88362 1.58572 0.27329
H 0.79717 -0.72177 1.82990
H 2.13417 -0.55580 0.63004
H 0.93087 -1.69330 0.23063
H -0.34895 0.83877 -1.87791
H 1.39337 1.06019 -1.67311
H 0.79186 -0.58136 -1.63690
H -0.97200 0.09482 2.48975
H 0.76249 1.46061 0.54796


<B>
15
Properties=species:S:1:pos:R:3 method="wB97M-V/def2-TZVPD" e_homo_ev=-8.9 e_lumo_ev=0.97
C 1.00552 0.37700 -1.12025
C -0.40130 -0.35826 -1.10083
C -0.94982 -0.92480 -0.05619
C -0.46610 -1.28000 1.28501
C -0.14836 -0.25006 2.18075
H -0.55478 1.96132 -1.03063
H 1.28692 2.35452 -0.98738
H 1.36579 0.47305 -0.00849
H 1.91389 -0.05387 -1.60021
H -0.90416 -0.74853 -2.05931
H -1.97708 -1.51425 -0.10601
H -0.62737 -2.35045 1.34997
H 0.34985 -0.34863 3.13627
N 0.50747 1.69861 -1.61422
F -0.40046 0.96434 1.73153


Which structure loses on stability? <A> does.